No. 1
18
Properties=species:S:1:pos:R:3 method="wB97M-V/def2-TZVPD" spin_multiplicity=3 s2=2.012 orbital_gap_ha="0.29430 / 0.29781" relative_energy_kj_mol=0.0 homo_ev="-7.49 / -8.86"
Pt 1.3002 0.0299 0.4123
O -0.0981 -3.4091 -0.5784
O 0.5511 -1.1479 1.6270
O 0.0897 -1.1244 -0.6277
O 1.5909 1.6189 0.2472
C -0.8144 -0.7882 1.5687
C 0.2894 2.5207 -1.5424
C -1.1583 -0.8640 0.0696
C 0.9740 2.5977 -0.3840
C 0.5630 -2.4343 -0.2778
H -0.1256 3.4266 -1.9856
H -1.4318 -1.5250 2.1080
H 1.6653 -2.5639 -0.2705
H 0.1771 1.5739 -2.0781
H -1.0685 0.1905 2.0065
H -1.6506 -0.0012 -0.3920
H -1.8878 -1.6757 -0.0252
H 1.0344 3.5756 0.1221

=====

No. 2
64
Properties=species:S:1:pos:R:3 method="wB97M-V/def2-TZVPD" orbital_gap_ha="0.24789 / 0.22547" relative_energy_kj_mol=55.0 homo_ev="-7.59 / -7.66"
Os 0.0780 0.5698 0.1800
S 1.7321 1.2641 1.7130
Si -2.9747 1.1815 0.2848
Si 2.1023 -1.6839 -1.2776
F -0.6734 -2.4345 4.2961
F 1.2163 -2.4473 6.2736
F 3.6564 0.8060 3.9416
F -0.3992 -0.7979 2.1853
F 3.4158 -0.8814 6.0218
N 0.4827 -1.1796 -0.7540
N -1.7501 0.0311 -0.2999
C 1.0253 3.8853 -0.5680
C 1.3336 2.8144 -1.6148
C 2.5773 0.0262 4.0180
C 2.0949 -2.0059 -3.1213
C -1.8581 -3.8899 -1.6486
C -3.1132 2.5948 -0.9306
C 2.6855 -3.1584 -0.2892
C 0.3903 -1.6361 4.2238
C 2.4622 -0.8334 5.0936
C 1.3517 -1.6526 5.2164
C -4.7080 0.5636 0.6181
C -0.6773 -3.2245 -1.4790
C 0.3163 1.6683 -1.5774
C -0.6516 -1.8907 -0.9888
C -3.0810 -3.2568 -1.3307
C -2.3470 1.8657 1.9162
C 0.5474 -0.7795 3.1529
C 3.2910 -0.2703 -0.9893
C 1.6093 0.0930 3.0200
C 1.3259 3.4366 -3.0118
C -1.8652 -1.2581 -0.7095
C -3.0796 -1.9695 -0.8763
H 1.7854 4.6688 -0.5744
H -5.2529 1.3665 1.1207
H 1.5747 2.6949 -3.7734
H -1.8543 -4.9027 -2.0297
H 2.3353 2.4163 -1.4291
H -4.7330 -0.3152 1.2651
H -0.6602 2.0704 -1.8603
H 1.6927 -1.1360 -3.6465
H 1.0022 3.4607 0.4365
H 0.2619 -3.7132 -1.7012
H 2.7864 0.6200 -0.6349
H 3.1143 -2.1716 -3.4780
H 0.3348 3.8373 -3.2413
H -3.2140 2.2388 -1.9582
H -4.0101 -1.4727 -0.6429
H 0.5861 0.9261 -2.3354
H -1.2859 2.1367 1.8837
H -2.8980 2.7768 2.1675
H 4.0537 -0.5261 -0.2508
H 3.8002 -0.0092 -1.9209
H 0.0549 4.3471 -0.7730
H 1.4959 -2.8718 -3.4076
H -3.9973 3.1908 -0.6912
H -4.0160 -3.7881 -1.4476
H -2.4875 1.1522 2.7309
H 2.0467 4.2542 -3.0813
H 3.6995 -3.4331 -0.5908
H -5.2471 0.3272 -0.3018
H -2.2449 3.2542 -0.8838
H 2.7100 -2.9129 0.7755
H 2.0504 -4.0366 -0.4144

=====

No. 3
21
Properties=species:S:1:pos:R:3 method="wB97M-V/def2-TZVPD" orbital_gap_ha=0.32985 relative_energy_kj_mol=188.2 homo_ev=-12.18 charge=+1
N 1.6229 -0.9839 0.2374
N -0.5743 -0.0626 0.2133
N 1.3460 1.2673 -0.1206
N -1.9882 -0.2177 0.6264
N -0.8205 2.2029 0.1571
N 3.5330 0.2938 0.0525
C -0.1209 1.1938 0.2000
C 2.1823 0.2604 0.0457
C 0.2086 -1.2471 0.3486
C -2.8867 0.4917 -0.2679
H -3.7429 0.5669 0.3675
H 2.2777 -1.6101 0.5829
H 4.0503 1.0986 -0.3043
H -2.4086 1.4292 -0.4185
H -2.2339 -1.2149 0.5905
H -3.0305 -0.0670 -1.2939
H -0.0746 -2.2014 -0.3371
H 1.5010 2.2447 -0.3247
H 0.0186 -1.5911 1.3664
H 4.1235 -0.4856 0.4126
H -0.2662 3.1456 0.1188

=====

No. 4
23
Properties=species:S:1:pos:R:3 method="wB97M-V/def2-TZVPD" orbital_gap_ha="0.28793 / 0.28791" relative_energy_kj_mol=164.9 homo_ev="-7.51 / -7.51"
I -1.0512 -2.9137 0.6531
O -0.2309 0.6484 2.4951
O 0.3781 1.1369 1.2626
O 1.3974 -0.7771 0.3896
C -1.5227 -1.0145 0.0680
C 0.6514 1.0835 -0.9981
C 2.0682 -0.7957 1.6030
C 0.4913 0.2254 0.2888
C 1.1069 0.4757 -2.2870
C -2.6446 -0.2612 0.8361
H 1.1616 1.2226 -3.1304
H 1.3819 -0.7965 2.4313
H 2.1637 0.1017 -2.2942
H 2.6162 -1.7934 1.7718
H -1.5669 -1.0206 -0.9260
H 0.3488 -0.2170 -2.8081
H 2.6047 0.0351 1.7263
H -2.3439 0.7989 0.8620
H 1.3880 1.9489 -0.6641
H -0.3818 1.4429 -1.0120
H -0.1936 1.2307 3.2248
H -2.6393 -0.5237 1.9556
H -3.5936 -0.5466 0.3811

=====

No. 5
115
Properties=species:S:1:pos:R:3 method="wB97M-V/def2-TZVPD" orbital_gap_ha=0.07080 homo_ev=-13.27 charge=+2
Tl 0.5603 2.5364 -0.0451
O 2.6450 2.1409 2.0696
O -2.4975 1.0199 0.5701
O -3.8424 3.3141 -2.8890
O 1.0302 0.7574 -2.6866
O 3.3507 1.0199 -0.4488
O -0.4843 5.1011 -1.1294
O 1.4636 -2.4802 0.7724
O -1.5050 1.9937 -2.2319
O -2.3978 -0.0603 3.1856
O -1.4916 -2.5833 -4.5661
O 5.3212 -2.7182 -2.6092
O -2.3186 3.8212 0.6090
O 4.2030 -2.8686 0.8702
O 1.0617 -1.3449 5.8897
O 2.7552 0.1595 4.1919
O -1.4936 -2.2917 -0.0527
O -0.4557 1.8808 2.7890
O 2.7734 -1.4803 -2.2383
O -6.6869 1.0565 -2.3400
O 6.4250 -4.9343 1.7186
O 0.6060 4.5602 2.2201
O -0.1498 -0.1976 0.4988
O -4.1432 -2.1723 -0.4650
C -3.6000 0.7646 1.4099
C -1.0921 -3.0410 -3.2999
C -0.7228 -3.4056 0.4994
C -0.6648 2.9927 3.5906
C 4.2935 -2.8959 -3.5912
C -2.2796 5.2391 0.5491
C 2.9057 -2.6993 -2.9704
C -3.4471 -0.4439 2.3574
C -4.3363 -1.4119 -1.6663
C 0.6520 -0.9746 4.5783
C 0.4446 4.0489 3.5599
C 0.7505 -3.4723 0.1183
C 5.9419 -4.5841 0.4640
C -0.1246 0.3537 -3.2801
C -1.0629 1.5338 -3.5374
C 4.4526 -4.1858 0.4435
C 3.9599 0.6468 0.7894
C 3.9722 1.8136 1.7976
C 1.8748 -0.7892 3.6974
C -1.7351 5.7009 -0.8125
C -5.7657 1.8939 -3.0835
C -4.6166 2.3874 -2.1403
H -0.5867 2.2864 -4.1659
H 4.5080 1.5695 2.7149
H -0.9689 -1.5267 0.1945
H -0.6863 -0.4208 -2.7580
H 1.1991 -4.4405 0.3403
H 4.5377 2.6847 1.4668
H -2.3585 2.4209 -2.3357
H 6.1692 -2.7069 -3.0591
H 4.4334 -2.0775 -4.2975
H -3.2049 -2.3536 -0.3736
H -1.9571 1.2769 -4.1053
H -0.8666 -3.3530 1.5786
H -5.2303 -0.7900 -1.7116
H 3.9887 1.0069 -1.1660
H -3.6840 1.6812 1.9936
H -4.5127 0.6646 0.8224
H -3.1648 3.5262 0.9530
H -0.8668 2.6587 4.6084
H -2.0336 -3.2702 -4.9611
H 3.1008 -0.2079 5.0088
H 1.3087 -0.5262 6.3258
H -0.0780 -0.7585 1.2956
H 2.6064 -3.5429 -2.3485
H -1.8213 0.3385 0.5788
H 2.3978 -1.7371 3.5707
H -0.0534 -0.1447 4.6208
H -1.2115 -4.3578 0.2932
H 0.9590 -1.7180 0.4791
H -0.1379 -2.7449 -2.8641
H -1.1843 1.2612 2.8720
H 4.9965 0.4214 0.5391
H -4.3660 -2.1594 -2.4591
H -3.4263 -0.8776 -1.9394
H -4.3170 4.0570 -3.2692
H 0.2719 -0.1042 -4.1863
H 1.5732 -0.4608 2.7027
H 0.8322 -3.2964 -0.9543
H 3.8467 -4.9615 0.9119
H -6.3695 2.7154 -3.4692
H 4.5217 -3.8572 -4.0515
H -7.2832 1.5459 -1.7686
H -3.3806 -1.3902 1.8207
H 2.1546 -2.7480 -3.7588
H -2.4094 -0.6708 3.9264
H 3.2568 -2.7065 0.8734
H -5.0369 2.8071 -1.2263
H 6.5177 -3.8198 -0.0579
H -3.2623 5.6955 0.6678
H 3.5767 -0.3047 1.1580
H 4.1185 -4.2447 -0.5923
H -4.3366 -0.5443 2.9794
H -4.0841 1.4489 -1.9860
H -1.6113 5.5869 1.3369
H 6.1101 -5.4843 -0.1272
H -1.5941 6.7817 -0.8029
H -0.0807 5.6188 -1.8300
H 0.0016 -1.7529 4.1791
H 7.3815 -5.0032 1.7630
H 1.6080 0.0093 -2.5187
H -2.5137 5.4245 -1.5234
H 0.3351 4.8813 4.2551
H 3.4964 -1.4860 -1.6067
H 1.4138 3.5906 3.7566
H -5.4418 1.3343 -3.9610
H -1.9743 -2.8154 -2.7007
H -1.5970 3.4618 3.2758
H 0.6586 5.4837 2.4769
H 2.4382 1.5509 2.7982
H -1.1555 -4.1276 -3.3587

=====

No. 6
72
Properties=species:S:1:pos:R:3 method="wB97M-V/def2-TZVPD" spin_multiplicity=4 s2=3.759 orbital_gap_ha="0.26454 / 0.26976" homo_ev="-7.19 / -8.99"
Pt 0.4025 -3.0707 -1.4230
O 4.0911 -1.3907 -5.4356
O 3.6180 -3.0825 3.8694
O -6.7872 -2.2394 0.1345
O -2.2922 6.7511 3.2477
O 0.0091 -0.9424 -1.6054
O 0.5202 -3.0358 0.6746
N 1.8396 -1.5598 -5.6406
N -5.1021 -0.7139 -0.0468
N 4.6686 -1.3270 2.7554
N -0.0280 -1.8820 2.6593
N -1.8743 4.9695 1.8068
C 0.6597 -2.8028 1.9012
C 1.8190 -2.9506 -6.0226
C -0.2516 1.4400 -0.8371
C 3.4230 -0.6205 2.4945
C -3.6430 -0.5144 -0.2035
C 5.9273 -0.9668 1.9933
C 2.9613 -0.8680 -5.4248
C 4.6576 -2.5120 3.4532
C 0.6844 0.2997 -1.2889
C -2.3573 3.9128 2.7593
C -1.4618 4.4268 0.5321
C 0.1970 -1.9054 4.0837
C -5.6070 -1.9717 -0.0478
C -5.8652 0.4836 0.4186
C -1.9140 6.3044 2.1291
C 1.6842 0.7998 -2.3874
C -0.8971 -0.8622 1.9701
C 0.5039 -1.0433 -5.4406
H 0.3880 -2.9206 4.4317
H -0.1639 -1.4436 -6.2035
H 2.5714 -0.9319 3.0994
H -3.3833 0.4574 0.2164
H 6.6426 -1.4770 2.6382
H 5.6700 -2.9043 3.6358
H 1.8408 1.8588 -2.1825
H -6.9267 0.2390 0.4584
H 1.5670 -3.4632 -5.0942
H -3.0193 -1.2657 0.2808
H 2.6333 0.2675 -2.4498
H -4.8250 -2.7057 -0.2963
H -0.6305 -1.5821 4.7152
H 1.0155 -1.2322 4.3383
H 2.7555 0.2027 -5.2718
H -0.6541 0.1070 2.4055
H -1.2459 5.1959 -0.2095
H -1.0229 1.4857 -1.6059
H 0.5168 0.0457 -5.3966
H 0.3281 2.3536 -0.7052
H -1.5601 3.2684 3.1298
H 1.1811 0.7506 -3.3531
H 6.0456 0.1126 2.0880
H -1.9464 -1.0404 2.2054
H -0.5731 3.8285 0.7332
H -1.6053 6.9695 1.3078
H 1.4709 -3.2437 2.5011
H -2.7874 4.3444 3.6631
H 3.1418 -0.7759 1.4529
H -5.8395 1.1751 -0.4236
H -2.2782 3.8496 0.0981
H -3.1820 3.3372 2.3391
H -3.4611 -0.3746 -1.2691
H 6.0206 -1.2952 0.9581
H 1.2833 0.0915 -0.4022
H 0.0229 -1.4096 -4.5336
H 1.1227 -3.1867 -6.8272
H -0.9108 -0.9064 0.8811
H 2.7387 -3.3736 -6.4265
H 3.5300 0.4636 2.5299
H -0.6940 1.2057 0.1312
H -5.3620 0.7967 1.3333

=====

The calculation returns the following E values, one per record and in order: -615.289271; -2533.640449; -487.241917; -759.559529; -2781.630030; -1555.322849 Ha.